{
  "formula": "C16H34AlF3O8S3",
  "method": "ωB97M-V/def2-TZVPD",
  "elements": ["C", "C", "O", "C", "C", "C", "C", "C", "C", "C", "S", "O", "O", "O", "C", "C", "C", "O", "O", "C", "S", "H", "H", "H", "H", "H", "H", "H", "H", "H", "H", "H", "H", "H", "H", "H", "H", "H", "H", "H", "H", "H", "H", "H", "H", "F", "Al", "C", "S", "O", "C", "H", "H", "H", "H", "H", "H", "C", "O", "H", "H", "H", "H", "F", "F"],
  "coordinates": [[-2.58, -1.95, 3.38], [-3.65, -1.65, 2.35], [-3.33, -0.53, 1.58], [-3.43, 0.70, 2.24], [-2.16, 1.42, 2.63], [-1.10, 1.53, 1.54], [-1.63, 1.40, 0.14], [-0.78, 2.09, -0.92], [0.15, 1.18, -1.70], [-0.60, 0.18, -2.60], [-0.60, -1.50, -2.03], [-1.70, -1.80, -1.19], [-0.66, -2.28, -3.17], [0.81, -1.80, -1.36], [0.96, -0.85, -0.29], [2.14, -1.33, 0.57], [1.76, -1.55, 1.97], [1.72, -0.67, 2.77], [1.45, -2.77, 2.29], [1.23, 0.52, -0.83], [2.66, 0.38, -1.93], [-2.92, -1.63, 4.36], [-1.67, -1.48, 3.09], [-2.40, -3.00, 3.39], [-3.66, -2.48, 1.69], [-4.63, -1.56, 2.78], [-4.00, 0.57, 3.15], [-4.02, 1.36, 1.63], [-1.67, 0.94, 3.48], [-2.45, 2.38, 2.99], [-0.36, 0.79, 1.71], [-0.63, 2.48, 1.65], [-1.69, 0.37, -0.09], [-2.63, 1.75, 0.06], [-1.45, 2.57, -1.60], [-0.15, 2.86, -0.53], [0.69, 1.82, -2.36], [-1.58, 0.51, -2.83], [-0.08, 0.14, -3.53], [0.06, -0.92, 0.30], [2.97, -0.64, 0.53], [2.48, -2.28, 0.22], [1.88, -2.98, 3.13], [1.55, 1.14, -0.02], [3.27, -0.79, -1.67], [4.59, 0.98, -0.13], [-0.61, -0.86, 4.91], [4.83, 3.45, -2.30], [3.50, 4.20, -1.37], [2.21, 3.64, -1.88], [3.67, 5.85, -2.07], [4.86, 2.40, -2.04], [4.63, 3.56, -3.37], [5.77, 3.93, -2.03], [3.55, 5.80, -3.15], [4.66, 6.24, -1.81], [2.90, 6.48, -1.64], [-1.93, -5.88, -1.70], [-2.60, -5.08, -0.76], [-2.02, -6.93, -1.43], [-2.37, -5.73, -2.69], [-0.87, -5.61, -1.72], [-2.49, -4.16, -1.03], [4.84, -0.95, -0.02], [-4.72, -3.98, -0.73]],
  "homo_energy_ev": -6.34,
  "e_lumo_ev": -4.9,
  "max_force_ev_per_a": 4.35,
  "spin_multiplicity": 1,
  "orbital_gap_ev": 1.482
}

{
  "formula": "C16H34BNP2Ru",
  "method": "ωB97M-V/def2-TZVPD",
  "elements": ["P", "P", "C", "C", "H", "H", "H", "H", "C", "H", "H", "H", "C", "H", "H", "H", "C", "H", "H", "H", "C", "H", "H", "H", "Ru", "C", "C", "C", "C", "C", "C", "C", "C", "C", "H", "H", "H", "H", "H", "H", "H", "H", "H", "H", "H", "H", "H", "H", "H", "B", "C", "N", "H", "H", "H"],
  "coordinates": [[-0.07, -1.89, -5.16], [-0.06, 1.91, -5.41], [-0.45, -0.68, -6.53], [0.33, 0.65, -6.65], [-1.54, -0.51, -6.53], [-0.22, -1.28, -7.43], [1.42, 0.46, -6.64], [0.08, 1.13, -7.61], [-1.66, 2.64, -5.84], [-1.97, 3.37, -5.07], [-2.44, 1.87, -5.91], [-1.64, 3.18, -6.79], [1.25, 3.17, -5.50], [1.10, 3.85, -6.35], [2.24, 2.70, -5.62], [1.26, 3.78, -4.58], [-1.16, -3.24, -5.66], [-1.17, -4.03, -4.90], [-0.80, -3.64, -6.61], [-2.18, -2.85, -5.81], [1.61, -2.46, -5.49], [2.33, -1.64, -5.57], [1.61, -3.02, -6.43], [1.92, -3.15, -4.70], [-0.09, -0.92, -1.18], [0.74, 1.96, -1.83], [-0.58, 1.48, -1.80], [-1.55, 0.96, -2.88], [-1.86, -0.52, -3.15], [-0.65, -1.52, -3.56], [0.81, -1.09, -3.10], [1.39, 0.22, -3.54], [1.86, 1.20, -2.47], [0.21, -2.69, -0.34], [1.07, 2.54, -0.96], [-1.20, 1.75, -0.93], [-1.27, 1.44, -3.85], [-2.55, 1.37, -2.60], [-2.48, -0.90, -2.31], [-2.51, -0.48, -4.04], [-0.99, -2.56, -3.17], [1.57, -1.89, -3.00], [0.57, 0.75, -4.16], [2.25, 0.07, -4.24], [2.41, 0.67, -1.66], [2.57, 1.86, -2.99], [1.13, -2.58, 0.25], [0.29, -3.42, -1.16], [-0.68, -2.82, 0.30], [-0.04, 0.97, 2.99], [-0.04, 0.46, 1.57], [-0.02, -0.02, 0.49], [-1.04, 1.68, 3.16], [0.96, 1.66, 3.18], [-0.06, 0.05, 3.79]],
  "homo_energy_ev": [-13.63, -13.63],
  "e_lumo_ev": [-7.3, -9.2],
  "max_force_ev_per_a": 5.04,
  "charge": 2,
  "e_above_lowest_kj_mol": 0.0,
  "spin_multiplicity": 5,
  "orbital_gap_ev": [6.322, 4.461]
}

{
  "formula": "C16H34BrN2O5P",
  "method": "ωB97M-V/def2-TZVPD",
  "elements": ["C", "P", "C", "C", "C", "O", "N", "C", "Br", "C", "O", "C", "N", "H", "H", "H", "H", "H", "H", "H", "H", "H", "H", "C", "C", "C", "O", "H", "H", "H", "H", "H", "H", "H", "H", "C", "C", "C", "O", "H", "H", "H", "H", "H", "H", "H", "H", "C", "C", "C", "O", "H", "H", "H", "H", "H", "H", "H", "H"],
  "coordinates": [[-0.10, 2.02, -0.81], [-0.90, 0.46, -1.35], [-2.57, 1.04, -1.85], [-0.14, -0.04, -2.97], [1.30, 0.27, -3.34], [2.15, 0.81, -2.72], [1.50, -0.36, -4.64], [0.62, -1.52, -4.65], [1.62, -3.14, -5.01], [-0.12, -1.53, -3.29], [0.68, -2.14, -2.24], [0.47, -3.40, -2.06], [0.32, -4.54, -1.93], [-0.21, 2.05, 0.27], [-0.63, 2.89, -1.22], [0.95, 2.07, -1.10], [-3.14, 0.25, -2.34], [-2.50, 1.92, -2.50], [-3.06, 1.36, -0.94], [-0.75, 0.42, -3.77], [1.21, 0.30, -5.35], [-0.13, -1.49, -5.44], [-1.12, -1.97, -3.29], [1.23, -0.34, 3.50], [0.04, 0.60, 3.43], [-0.97, 0.29, 4.52], [-0.57, 0.51, 2.14], [0.91, -1.38, 3.37], [1.95, -0.11, 2.72], [1.74, -0.26, 4.47], [0.38, 1.63, 3.52], [-1.35, -0.73, 4.40], [-1.83, 0.97, 4.46], [-0.53, 0.38, 5.51], [-0.89, -0.39, 2.01], [0.16, -4.64, 5.74], [-1.05, -3.73, 5.69], [-2.06, -4.06, 6.78], [-1.67, -3.78, 4.41], [-0.15, -5.68, 5.58], [0.87, -4.38, 4.95], [0.67, -4.58, 6.70], [-0.72, -2.69, 5.81], [-2.43, -5.09, 6.65], [-2.91, -3.39, 6.73], [-1.61, -3.99, 7.77], [-1.97, -4.68, 4.26], [2.55, 5.19, -4.30], [1.44, 4.35, -4.92], [0.16, 4.42, -4.10], [1.86, 3.00, -5.06], [2.78, 4.81, -3.30], [3.45, 5.12, -4.90], [2.25, 6.23, -4.21], [1.24, 4.70, -5.93], [0.33, 4.03, -3.09], [-0.63, 3.82, -4.56], [-0.20, 5.45, -4.01], [2.06, 2.66, -4.18]],
  "homo_energy_ev": -8.52,
  "e_lumo_ev": 0.2,
  "max_force_ev_per_a": 1.55,
  "smiles": "CP(C)[C@H]1C(=O)N[C@@H](Br)[C@H]1OC#N.CC(C)O.CC(C)O.CC(C)O",
  "spin_multiplicity": 1,
  "orbital_gap_ev": 8.749
}

{
  "formula": "C16H34N3O2PSSe3TeV",
  "method": "ωB97M-V/def2-TZVPD",
  "elements": ["V", "Se", "Se", "Te", "Se", "C", "C", "S", "O", "C", "C", "H", "H", "H", "H", "H", "H", "H", "H", "H", "H", "O", "P", "N", "C", "C", "C", "C", "N", "C", "C", "C", "C", "N", "C", "C", "C", "C", "H", "H", "H", "H", "H", "H", "H", "H", "H", "H", "H", "H", "H", "H", "H", "H", "H", "H", "H", "H", "H", "H", "H", "H"],
  "coordinates": [[-0.35, -0.49, 2.59], [-2.68, -1.30, 1.73], [-3.47, -0.52, 3.87], [-1.34, -1.00, 5.31], [-0.09, 1.14, 4.72], [-0.80, -5.07, 2.62], [0.55, -4.95, 1.99], [0.84, -3.30, 1.06], [0.77, -2.09, 2.02], [2.66, -3.64, 1.03], [3.38, -2.53, 0.20], [-0.83, -5.98, 3.27], [-1.65, -5.27, 1.97], [-1.09, -4.26, 3.32], [0.63, -5.64, 1.23], [1.42, -5.01, 2.70], [2.88, -4.66, 0.82], [2.93, -3.51, 2.11], [3.19, -2.49, -0.85], [4.44, -2.41, 0.42], [2.99, -1.56, 0.56], [0.70, 0.23, 0.90], [-0.05, 1.14, -0.12], [-1.36, 2.05, 0.35], [-2.70, 1.93, -0.25], [-3.53, 2.99, 0.51], [-2.78, 3.24, 1.82], [-1.34, 3.07, 1.40], [1.08, 2.27, -0.68], [0.58, 3.31, -1.57], [1.73, 3.54, -2.59], [2.91, 2.75, -2.21], [2.48, 2.00, -0.86], [-0.54, 0.30, -1.48], [-1.45, -0.85, -1.40], [-0.79, -1.87, -2.29], [0.06, -1.07, -3.32], [0.26, 0.35, -2.69], [-3.14, 0.91, -0.03], [-2.68, 2.15, -1.30], [-4.52, 2.57, 0.62], [-3.61, 3.83, -0.15], [-3.03, 2.50, 2.54], [-2.87, 4.27, 2.24], [-0.77, 2.72, 2.26], [-1.00, 4.03, 0.98], [0.30, 4.22, -1.06], [-0.34, 3.01, -2.05], [1.88, 4.62, -2.67], [1.29, 3.41, -3.55], [3.76, 3.38, -1.98], [3.28, 1.95, -2.89], [3.05, 2.39, 0.02], [2.65, 0.93, -0.93], [-2.41, -0.54, -1.72], [-1.58, -1.21, -0.39], [-1.50, -2.51, -2.81], [-0.24, -2.60, -1.65], [-0.39, -0.93, -4.28], [1.05, -1.49, -3.50], [-0.15, 1.08, -3.37], [1.30, 0.51, -2.52]],
  "homo_energy_ev": [-6.44, -6.75],
  "e_lumo_ev": [0.2, 0.2],
  "max_force_ev_per_a": 3.45,
  "spin_multiplicity": 4,
  "orbital_gap_ev": [6.591, 6.910]
}